{
  "formula": "C37H29Br2FInN14O4S",
  "method": "ωB97M-V with the def2-TZVPD basis set",
  "relative_energy_kj_mol": 410.1,
  "total_charge": -1,
  "gap_ev": [6.688, 5.952],
  "elements": ["In", "Br", "C", "C", "C", "Br", "C", "C", "C", "C", "N", "C", "C", "O", "H", "H", "H", "H", "S", "C", "C", "C", "C", "C", "C", "C", "C", "C", "N", "H", "H", "H", "H", "H", "H", "N", "C", "N", "N", "N", "N", "C", "N", "N", "N", "N", "H", "F", "C", "C", "C", "C", "O", "C", "C", "N", "C", "C", "C", "C", "C", "C", "N", "C", "C", "N", "C", "C", "C", "O", "O", "H", "H", "H", "H", "H", "H", "H", "H", "H", "H", "H", "H", "H", "H", "H", "H", "H", "H"],
  "xyz": [[10.444309, 14.575827, 12.470773], [12.783951, 17.767008, 9.089977], [12.623568, 18.134859, 10.960177], [13.076922, 19.350793, 11.541506], [12.892393, 19.556396, 12.891711], [13.425118, 21.205338, 13.733105], [12.303978, 18.531824, 13.707724], [11.970312, 18.596639, 15.057286], [11.434444, 17.543613, 15.738225], [11.164415, 16.342622, 15.052135], [11.473354, 16.239566, 13.792830], [12.010523, 17.296717, 13.104179], [12.052516, 17.094551, 11.681894], [11.606090, 16.011506, 11.192039], [13.596508, 20.110858, 10.978907], [12.192843, 19.500038, 15.616125], [11.149344, 17.622221, 16.783768], [10.416360, 14.519908, 15.013023], [10.149476, 12.446472, 8.182669], [11.710359, 12.573812, 8.869065], [11.698726, 13.070880, 10.127086], [10.415040, 13.456733, 10.595577], [9.481718, 13.223732, 9.607393], [8.033546, 13.434462, 9.668883], [7.336594, 13.872559, 8.424132], [6.020401, 13.996608, 8.373975], [5.257907, 14.096325, 9.614134], [6.088940, 13.568912, 10.865560], [7.421275, 13.159554, 10.725643], [12.578439, 12.229871, 8.330201], [12.593056, 13.231606, 10.715785], [7.889011, 13.971475, 7.507930], [5.512567, 14.078181, 7.426115], [4.171947, 13.986094, 9.709418], [5.494224, 13.185826, 11.679525], [6.737347, 15.962528, 14.350507], [8.097974, 15.759721, 14.607311], [8.375537, 15.844157, 15.896186], [9.489691, 15.607925, 16.529305], [10.598735, 15.292803, 15.680506], [8.678373, 15.582676, 13.369032], [6.586344, 15.822749, 12.998308], [5.353588, 16.092596, 12.500407], [4.978786, 15.722839, 11.365665], [5.868592, 14.987720, 10.585335], [7.754775, 15.601981, 12.405171], [6.011384, 16.074661, 15.055529], [6.803635, 13.637135, 18.365515], [7.727140, 12.761632, 17.918478], [8.183765, 12.864411, 16.660600], [9.173386, 12.022439, 16.160984], [9.814762, 12.349464, 14.888665], [9.343521, 13.177570, 14.119391], [11.066833, 11.641916, 14.691998], [11.364421, 10.602423, 15.495001], [10.665429, 10.179205, 16.573876], [11.094177, 9.032519, 17.355400], [11.606289, 7.828735, 16.657050], [10.284169, 7.791555, 17.384995], [9.632179, 10.972246, 17.024008], [9.050083, 10.838993, 18.294817], [8.141371, 11.765391, 18.780899], [7.547997, 11.671696, 20.017478], [7.281105, 12.855298, 20.903306], [5.867188, 12.750205, 21.369573], [5.625365, 11.490596, 22.091825], [6.017997, 10.335936, 21.249965], [7.416102, 10.371853, 20.678855], [12.074628, 12.103198, 13.659274], [12.914074, 11.303181, 13.303717], [11.980312, 13.328852, 13.321244], [7.866282, 13.705405, 16.041254], [12.269022, 10.042586, 15.304543], [11.632463, 9.304344, 18.235979], [12.470862, 7.356448, 17.086420], [11.595057, 7.790251, 15.597535], [10.250197, 7.298458, 18.361171], [9.355081, 7.770396, 16.809927], [9.409244, 10.063653, 18.985423], [7.459901, 13.766916, 20.333581], [8.031640, 12.811378, 21.683505], [5.260842, 12.821909, 20.462992], [5.634760, 13.621940, 22.010469], [1.459160, 11.214990, 21.374130], [6.223581, 11.506439, 22.969416], [5.372858, 10.264470, 20.364860], [5.900829, 9.423764, 21.836736], [7.415002, 9.593423, 19.900537], [8.182946, 10.257739, 21.431327]],
  "forces_ev_per_a": [[0.6, 0.0, -0.7], [0.1, 0.5, 0.2], [0.3, 0.3, -0.3], [-0.2, -0.5, 0.7], [-0.3, -0.5, 0.1], [-0.1, -0.4, -0.3], [0.4, -0.3, -1.3], [0.2, 0.3, 1.6], [-0.2, 0.7, 0.3], [0.6, 1.0, 0.1], [0.1, 0.1, -1.1], [-0.6, -0.2, 0.3], [0.5, 0.4, 0.4], [-0.4, -0.6, -0.3], [-0.1, -0.1, -0.3], [-0.1, 0.0, -0.1], [0.1, 0.0, -0.2], [0.1, 0.7, 0.9], [0.1, 0.7, 0.6], [0.4, -0.6, -0.2], [0.4, 0.3, 0.1], [-0.9, 0.1, -0.5], [0.1, -0.5, 0.4], [0.6, 0.9, -2.2], [0.7, -0.3, 0.5], [-1.0, 0.3, 0.0], [0.4, -0.4, 1.2], [0.2, 1.3, -0.8], [-1.4, -1.0, 2.2], [0.0, -0.1, -0.1], [0.0, -0.1, -0.1], [0.4, -0.2, -0.1], [-0.1, 0.1, -0.1], [0.4, 0.0, -0.4], [0.2, -0.3, 0.2], [1.0, -0.3, -0.6], [-1.4, 0.5, -0.5], [0.3, 0.0, 0.3], [0.4, 0.1, 0.6], [-0.4, -1.4, -0.6], [0.6, 0.1, 1.1], [1.5, -0.1, 0.2], [-1.2, -0.2, -1.4], [-0.2, -0.2, 0.0], [-0.4, 0.3, 0.1], [-2.0, 0.2, 0.3], [0.5, 0.0, -0.4], [-0.3, 0.2, -0.2], [-0.3, 0.5, -0.2], [0.1, 1.0, -1.1], [0.3, -0.8, 0.9], [1.0, -1.9, 1.2], [-0.7, 0.6, -0.6], [-0.7, 0.8, -0.2], [0.7, -0.5, 0.0], [-0.3, -0.3, 0.4], [0.2, 1.0, -0.8], [-0.2, -0.2, 0.4], [-0.3, -0.4, 0.5], [-0.9, 1.1, -0.7], [0.9, -0.7, 0.3], [-0.2, -0.5, 0.4], [0.0, 0.0, 0.6], [1.0, -0.9, -1.7], [-0.1, 0.5, 0.7], [0.8, -0.1, 0.5], [-0.3, 0.0, 0.7], [-0.5, 1.1, -1.0], [-0.5, -0.2, 0.3], [0.7, -0.4, -0.3], [0.2, 0.4, -0.1], [-0.1, -0.4, 0.2], [0.1, 0.0, -0.2], [0.1, 0.2, 0.6], [0.1, -0.2, 0.2], [-0.2, 0.1, -0.8], [-0.1, 0.0, -0.5], [0.4, 0.0, 0.1], [-0.2, 0.3, -0.5], [0.0, -0.2, 0.2], [0.0, 0.1, 0.7], [-0.3, -0.2, 0.2], [-0.1, -0.5, -0.1], [0.0, 0.0, 0.0], [-1.0, -0.1, -1.4], [-0.3, 0.2, 0.4], [-0.2, 0.0, 0.1], [0.6, 0.1, 0.4], [0.4, -0.4, 0.3]],
  "mulliken_charge": [1.954, -0.201, -0.278, -0.333, -0.048, -0.281, 0.538, -0.710, -1.052, 0.200, 0.229, -0.053, 0.519, -0.736, 0.417, 0.270, 0.507, -0.359, -0.220, -0.582, -0.698, -0.772, 0.366, 1.354, -1.070, -0.718, 0.043, -0.482, -0.297, 0.456, 0.440, 0.449, 0.386, 0.528, 0.424, -0.215, 0.337, -0.262, -0.931, 0.450, 0.918, 0.535, -0.290, -1.097, 0.574, -0.918, 0.313, -0.394, -0.031, -0.656, 0.192, 0.629, -0.136, -0.092, -0.325, 0.199, -0.391, -0.972, -0.400, -0.087, -0.289, -0.393, 0.242, -0.641, -0.791, -0.347, -1.061, -0.584, 0.231, -0.792, -0.527, 0.517, 0.713, 0.573, 0.217, 0.360, 0.260, 0.212, 0.647, 0.428, 0.321, 0.368, 0.345, 0.005, 0.321, 0.347, 0.422, 0.437, 0.318]
}